Entry 1:
DFT (the ωB97M-V functional and the def2-TZVPD basis) results for C2H2ClIO in the gas phase.

Properties
- Largest force on an atom: 3.21 eV Å⁻¹
- Frontier orbital gap: 9.815 eV
- SMILES: O=C[C@@H](Cl)I
- LUMO energy: 0.13 eV
- Energy above the lowest of the compared OMol25 structures with the same formula, charge and spin: 169.6 kJ/mol
- Total charge: 0
- HOMO energy: -9.7 eV

Positions of all 7 atoms, in Å:
O: -1.566 0.863 -0.252
C: -0.601 0.453 -0.819
C: 0.430 -0.299 0.477
Cl: 0.310 -2.140 0.466
I: 2.343 0.405 0.777
H: -0.749 0.721 -1.999
H: -0.167 -0.003 1.350

Entry 2:
DFT (the ωB97M-V functional and the def2-TZVPD basis) results for 2 unconnected molecules or ions with the total composition C4H12N3.

Properties
- Largest force on an atom: 0.75 eV Å⁻¹
- Frontier orbital gap: 8.618 eV
- LUMO energy: -3.75 eV
- Energy above the lowest of the compared OMol25 structures with the same formula, charge and spin: 209.9 kJ/mol
- Total charge: +1
- HOMO energy: -12.4 eV

Positions of all 19 atoms, in Å:
C: 0.283 -0.778 1.363
C: -0.205 -1.345 0.075
C: -1.241 -1.061 -0.672
N: 0.610 -2.544 -0.363
H: -0.181 0.184 1.558
H: 0.046 -1.449 2.175
H: 1.367 -0.658 1.362
H: -1.502 -1.644 -1.550
H: -1.878 -0.208 -0.484
H: 0.653 -3.259 0.370
H: 1.572 -2.265 -0.578
H: 0.203 -2.962 -1.202
N: 1.032 2.753 -0.605
C: -0.209 2.622 -0.040
N: -1.232 2.325 -0.727
H: 1.128 2.393 -1.544
H: 1.830 2.629 -0.007
H: -0.207 2.882 1.022
H: -2.071 2.385 -0.154